(1)
C5H6O in the gas phase. Source: the OMol25 dataset; level of theory: wB97M-V/def2-TZVPD.

Last column: natural (NBO) charge in e.
CARTESIAN COORDINATES (ANGSTROEM)
O -1.4314 1.3606 1.2164  -0.651
C -0.7033 0.9575 0.3144  0.454
C -1.1082 -0.0468 -0.7643  -0.503
C -0.1308 -0.7888 0.0961  -0.044
C 1.2619 -0.4571 -0.2218  -0.439
C 0.7211 0.8058 0.3860  -0.202
H -2.1636 -0.2839 -0.6961  0.247
H -0.7547 0.1237 -1.7831  0.222
H -0.4880 -1.4379 0.8877  0.248
H 1.5982 -0.5705 -1.2487  0.210
H 1.9647 -0.8563 0.5108  0.232
H 1.2505 1.3206 1.1874  0.225

Results
DFT total energy in a.u.: -269.245884
Energy relative to the best compared isomer or geometry (same formula, charge and spin) in kJ/mol: 263.5
2S+1: 1
Kohn-Sham gap in hartree: 0.3485
LUMO level in eV: 0.8
Total charge: 0
HOMO in eV: -8.7



(2)
10 unconnected molecules or ions with the total composition C34H96N8O10 at a distorted geometry. Source: the OMol25 dataset; level of theory: wB97M-V/def2-TZVPD.

Last column: Löwdin charge in e.
CARTESIAN COORDINATES (ANGSTROEM)
C 0.2837 3.1328 5.3135  -0.095
O 1.3104 3.4498 4.3364  -0.228
C 2.5369 2.7528 4.6742  -0.191
C 3.6165 3.1284 3.6678  -0.466
C 2.9756 3.3940 2.3578  -0.067
N 4.5334 2.0310 3.7171  0.049
H 0.1026 2.0509 5.3608  0.078
H -0.7228 3.5549 5.0255  0.100
H 0.5704 3.4864 6.2929  0.076
H 2.9228 2.9330 5.6629  0.117
H 2.2748 1.6630 4.7329  0.112
H 4.1285 4.0882 4.0041  0.161
H 3.7580 3.5763 1.5705  0.102
H 2.3302 4.2359 2.5290  0.074
H 2.3295 2.5904 2.0968  0.050
H 4.0320 1.2325 3.2817  0.063
H 5.3609 2.1388 3.1633  0.071
C 4.6035 -1.1637 -1.5042  -0.091
O 3.3192 -1.1128 -2.1868  -0.222
C 3.5602 -0.7477 -3.5411  -0.209
C 2.2354 -0.7616 -4.3498  -0.458
C 1.6319 -2.1518 -4.3687  -0.059
N 2.4897 -0.2429 -5.6757  0.048
H 4.5794 -1.4602 -0.4323  0.086
H 5.0816 -0.1592 -1.5577  0.088
H 5.2324 -1.9249 -2.0453  0.093
H 3.8374 0.3026 -3.6312  0.102
H 4.2709 -1.4177 -3.9988  0.117
H 1.5395 -0.0572 -3.9022  0.109
H 0.7299 -2.1494 -4.9911  0.076
H 1.3488 -2.4154 -3.2787  0.084
H 2.4070 -2.8238 -4.7615  0.081
H 1.7752 0.3809 -5.9528  0.019
H 2.7797 -0.9260 -6.3774  0.082
C -1.6078 -3.6435 4.7989  -0.095
O -0.5906 -4.3711 4.1223  -0.215
C 0.7127 -4.2298 4.6235  -0.187
C 1.7036 -4.9676 3.5832  -0.448
C 1.7818 -6.4619 3.7556  -0.052
N 2.9795 -4.3286 3.7125  0.046
H -2.5349 -4.0859 4.4877  0.078
H -1.6947 -2.5480 4.5144  0.100
H -1.4171 -3.6783 5.8455  0.071
H 1.0103 -3.1478 4.6403  0.101
H 0.8720 -4.6043 5.6974  0.146
H 1.1685 -4.7367 2.7126  0.075
H 0.8687 -6.8838 4.0753  0.059
H 2.5080 -6.7290 4.5182  0.079
H 2.0049 -7.0014 2.8137  0.083
H 3.7145 -4.8143 3.1015  0.121
H 2.9302 -3.3292 3.5460  0.021
C 2.8063 2.9194 -1.7766  -0.034
O 1.8926 3.5875 -2.6995  -0.180
C 1.3975 2.6636 -3.6169  -0.250
C 0.6008 3.2455 -4.7515  -0.386
C -0.4423 4.2700 -4.3219  -0.057
N 0.1282 2.1020 -5.5855  0.056
H 3.5058 2.3354 -2.3114  0.058
H 2.2004 2.2445 -1.1388  0.091
H 3.2949 3.7101 -1.2108  0.087
H 2.2220 2.1503 -4.1024  0.107
H 0.9215 1.8563 -3.1455  0.096
H 1.2941 3.7495 -5.4312  0.140
H 0.0269 5.2144 -4.2710  0.057
H -0.8237 4.1501 -3.3001  0.064
H -1.1694 4.3694 -5.1569  0.092
H -0.3004 2.4278 -6.4381  0.076
H -0.6130 1.6484 -5.0867  0.038
C -7.7509 3.4265 1.6133  -0.092
O -6.7871 2.3851 1.5352  -0.195
C -7.3989 1.2654 0.9482  -0.243
C -6.4806 0.0597 0.9929  -0.429
C -5.2261 0.2897 0.1334  -0.066
N -7.2492 -1.1322 0.6200  0.023
H -8.1548 3.7178 0.7109  0.056
H -7.2529 4.2407 2.1744  0.107
H -8.5362 2.9249 2.1666  0.081
H -8.2917 1.0531 1.5493  0.118
H -7.7728 1.5439 -0.0367  0.131
H -6.2353 -0.0863 2.0555  0.145
H -4.8385 1.2918 0.3256  0.062
H -5.4297 0.1632 -0.9212  0.067
H -4.4357 -0.4537 0.3887  0.084
H -6.6945 -1.9840 0.8551  0.088
H -7.3029 -1.1495 -0.3952  0.066
C -5.3839 4.8305 -2.4201  -0.098
O -5.0024 3.5918 -3.0467  -0.203
C -3.8830 2.9638 -2.4064  -0.212
C -3.4899 1.6908 -3.1614  -0.379
C -2.4163 0.9446 -2.3626  -0.050
N -3.0520 2.0755 -4.5697  0.058
H -5.6178 4.7441 -1.3326  0.090
H -6.2391 5.2117 -2.9919  0.086
H -4.6020 5.5784 -2.5433  0.076
H -3.0401 3.6712 -2.3577  0.115
H -4.2373 2.6849 -1.3945  0.112
H -4.4008 1.1025 -3.2500  0.127
H -2.8423 0.4843 -1.4336  0.072
H -1.6367 1.6923 -1.9432  0.102
H -1.8911 0.2244 -2.8881  0.039
H -2.2566 2.7375 -4.4551  0.027
H -3.7475 2.5933 -5.0378  0.043
C -0.8808 -5.5710 0.6218  -0.056
O 0.5353 -5.4930 0.2556  -0.215
C 0.8877 -5.8159 -1.0537  -0.243
C 2.3745 -6.2194 -1.1432  -0.410
C 3.1658 -4.8920 -0.8416  -0.057
N 2.8220 -6.6971 -2.4496  0.033
H -1.3076 -6.6004 0.2841  0.116
H -1.3766 -4.7512 0.1573  0.063
H -1.0903 -5.4887 1.6966  0.070
H 0.2820 -6.6509 -1.4720  0.125
H 0.8119 -5.0067 -1.7866  0.116
H 2.5957 -6.9760 -0.3549  0.137
H 4.2669 -5.0436 -0.9296  0.083
H 2.8958 -4.4840 0.1406  0.060
H 2.9335 -4.1364 -1.5722  0.054
H 2.7367 -7.6957 -2.5478  0.065
H 3.8007 -6.4763 -2.5839  0.062
C -0.3315 2.4824 1.0487  -0.066
O 0.4486 1.3665 0.5937  -0.218
C 0.4823 0.3321 1.5249  -0.241
C 1.2803 -0.7888 0.9069  -0.391
C 0.5407 -1.2931 -0.3508  -0.019
N 1.4666 -1.8104 1.9338  0.048
H -0.0566 2.8071 2.0976  0.092
H -1.4059 2.1181 1.0827  0.101
H -0.1842 3.2273 0.2856  0.064
H 0.8918 0.5915 2.5128  0.127
H -0.5244 -0.0217 1.6564  0.121
H 2.2485 -0.3681 0.6768  0.136
H 0.2106 -0.4610 -0.9586  0.068
H -0.2542 -1.8961 -0.0022  0.057
H 1.2082 -1.9801 -0.9346  0.071
H 0.5727 -2.1912 2.2995  0.106
H 1.9744 -2.6767 1.6766  0.092
C 3.3576 -1.0149 4.6199  -0.205
O 3.7085 -0.9759 3.2811  -0.154
H 3.6166 -0.0119 4.9974  0.053
H 2.3223 -1.2138 4.8209  0.063
H 4.0358 -1.7092 5.1668  0.094
H 2.8445 -1.1510 2.8853  -0.009
C 0.3937 6.2316 -1.2528  -0.130
O -0.7145 5.3293 -1.0172  -0.140
H 1.0819 6.4562 -0.4046  0.091
H 1.0355 5.6531 -1.9574  0.066
H 0.0486 7.0862 -1.7425  0.052
H -1.2914 5.8116 -0.4248  0.068

Results
DFT total energy in a.u.: -2543.187858
Energy relative to the best compared isomer or geometry (same formula, charge and spin) in kJ/mol: 229.0
2S+1: 1
Kohn-Sham gap in hartree: 0.3252
SMILES: COC[C@H](C)N.COC[C@H](C)N.COC[C@H](C)N.COC[C@H](C)N.COC[C@H](C)N.COC[C@H](C)N.COC[C@H](C)N.COC[C@H](C)N.CO.CO
LUMO level in eV: 0.3
Total charge: 0
HOMO in eV: -8.6



(3)
C3H4O2S2 in the gas phase at a distorted geometry. Source: the OMol25 dataset; level of theory: wB97M-V/def2-TZVPD.

Last column: natural (NBO) charge in e.
CARTESIAN COORDINATES (ANGSTROEM)
C -0.5222 -0.5471 -1.4812  -0.518
C 0.7043 0.1490 -1.0891  -0.441
C -0.7714 -0.1979 1.1974  -0.828
O 1.8843 -0.5645 1.2533  -0.912
O 1.2298 1.7473 0.9008  -0.906
S -1.5278 -1.0722 -0.1616  0.480
S 0.9847 0.3516 0.6734  2.131
H -0.9010 -0.4144 -2.4590  0.221
H 1.1412 0.5493 -2.0272  0.246
H -1.1809 0.8527 1.1624  0.252
H -1.0410 -0.8539 2.0309  0.274

Results
DFT total energy in a.u.: -1063.370292
Energy relative to the best compared isomer or geometry (same formula, charge and spin) in kJ/mol: 111.2
2S+1: 3
Kohn-Sham gap (spin up / spin down) in hartree: 0.2665 / 0.2849
LUMO level (spin up / spin down) in eV: 0.5 / -2.7
Total charge: 0
HOMO (spin up / spin down) in eV: -6.7 / -10.4



(4)
A molecular structure, C26H22CdN8O2S2Se2 at a distorted geometry. Source: the OMol25 dataset; level of theory: wB97M-V/def2-TZVPD.

Last column: natural (NBO) charge in e.
CARTESIAN COORDINATES (ANGSTROEM)
Cd 0.7632 0.2315 -1.6221  1.636
N 1.1910 5.1178 -1.7794  -0.844
C 0.8001 3.7785 -1.8545  0.244
S 1.4364 2.8490 -3.1401  -0.493
N -0.1270 3.4548 -0.9933  -0.485
N -0.6186 2.1873 -1.1683  -0.371
C -1.8888 2.1195 -1.2318  0.103
C -2.8168 1.0176 -1.4149  -0.255
C -4.1806 1.2511 -1.0868  -0.156
C -5.1665 0.3226 -1.3287  -0.346
C -4.7504 -0.9121 -1.8724  -0.200
C -3.4578 -1.1645 -2.2392  -0.297
C -2.4122 -0.2068 -2.0113  0.436
O -1.2449 -0.5104 -2.3839  -0.819
H 2.1275 5.2598 -2.1055  0.377
H 0.9185 5.6035 -0.9224  0.368
H -2.3817 3.1045 -1.2364  0.149
H -4.4029 2.2487 -0.7351  0.184
H -6.1929 0.4936 -1.0945  0.187
H -5.4954 -1.6777 -2.0604  0.182
H -3.1158 -2.0899 -2.7250  0.211
N 4.6384 -1.9112 -3.1549  -0.837
C 3.4622 -1.5782 -2.4915  0.266
S 3.4165 -0.1013 -1.5484  -0.524
N 2.5262 -2.4684 -2.5903  -0.463
N 1.3780 -2.1192 -1.9250  -0.362
C 0.7140 -3.1097 -1.4539  0.102
C -0.4004 -3.1153 -0.5552  -0.245
C -0.9272 -4.3924 -0.2856  -0.138
C -1.9110 -4.6269 0.6665  -0.351
C -2.4017 -3.5006 1.3460  -0.191
C -1.9149 -2.2240 1.1390  -0.307
C -0.8692 -1.9834 0.1787  0.436
O -0.3250 -0.8401 0.0909  -0.826
H 5.1686 -1.1030 -3.4503  0.377
H 4.4295 -2.5573 -3.9180  0.369
H 1.1604 -4.0971 -1.6541  0.147
H -0.4472 -5.2239 -0.7972  0.182
H -2.2945 -5.6165 0.8039  0.188
H -3.2418 -3.6502 2.0273  0.183
H -2.3239 -1.3839 1.6819  0.202
Se 2.4652 3.2124 2.3652  0.168
Se 3.1037 1.7910 4.0804  0.118
C 3.3363 0.1319 3.1595  0.021
C 4.5470 -0.5591 3.1522  -0.284
C 4.6493 -1.7667 2.4835  -0.185
C 3.5254 -2.2081 1.7734  -0.230
C 2.3547 -1.4763 1.8800  0.059
N 2.2559 -0.3555 2.5993  -0.408
C 0.5605 3.0603 2.2489  0.038
C -0.1787 4.2026 2.3974  -0.274
C -1.5519 4.1138 2.2220  -0.167
C -2.1170 2.8721 1.9174  -0.266
C -1.2673 1.7960 1.7763  0.070
N 0.0515 1.8948 1.9486  -0.404
H 5.4624 -0.1673 3.6390  0.208
H 5.6176 -2.3022 2.4029  0.205
H 3.5755 -3.1000 1.1759  0.219
H 1.4350 -1.7553 1.4308  0.235
H 0.3280 5.1373 2.6717  0.211
H -2.1745 5.0194 2.3253  0.200
H -3.1716 2.7818 1.7304  0.215
H -1.6283 0.8017 1.5161  0.232

Results
DFT total energy in a.u.: -7359.559324
Energy relative to the best compared isomer or geometry (same formula, charge and spin) in kJ/mol: 24.3
2S+1: 1
Kohn-Sham gap in hartree: 0.2025
LUMO level in eV: 4.0
Total charge: -2
HOMO in eV: -1.5



(5)
CH2IN in the gas phase at a distorted geometry. Source: the OMol25 dataset; level of theory: wB97M-V/def2-TZVPD.

Last column: natural (NBO) charge in e.
CARTESIAN COORDINATES (ANGSTROEM)
C -0.7605 0.2823 0.2051  -0.683
N 1.8042 -1.3524 0.0712  -0.876
I 1.2800 0.3922 0.2070  1.148
H -1.2915 -0.6190 -0.2946  0.230
H -1.0322 1.2969 -0.1887  0.179

Results
DFT total energy in a.u.: -391.482434
Energy relative to the best compared isomer or geometry (same formula, charge and spin) in kJ/mol: 616.3
2S+1: 1
Kohn-Sham gap (spin up / spin down) in hartree: 0.2862 / 0.3066
LUMO level (spin up / spin down) in eV: -1.1 / 0.0
Total charge: 0
HOMO (spin up / spin down) in eV: -8.9 / -8.4